1.
{
  "formula": "C4H8N4",
  "method": "ωB97M-V with the def2-TZVPD basis set",
  "symbols": ["H", "N", "C", "N", "C", "C", "N", "C", "N", "H", "H", "H", "H", "H", "H", "H"],
  "xyz": [[0.130, -2.885, 0.155], [0.831, -2.152, 0.081], [0.325, -0.989, -0.103], [-1.019, -0.536, -0.066], [-1.975, -1.021, 0.620], [1.019, 0.258, -0.127], [2.273, 0.367, 0.465], [0.048, 1.304, -0.085], [-0.537, 1.847, -1.200], [-2.973, -0.615, 0.503], [-1.826, -1.829, 1.337], [2.700, -0.544, 0.580], [2.887, 1.059, 0.062], [0.152, 2.044, 0.716], [-0.781, 1.152, -1.897], [-1.256, 2.539, -1.042]],
  "nbo_charge": [0.3409, -0.7633, 0.3402, -0.4350, -0.0915, -0.0057, -0.7980, 0.1190, -0.7629, 0.1730, 0.1560, 0.4012, 0.3801, 0.1827, 0.3875, 0.3757],
  "total_charge": 0,
  "e_above_lowest_ev": 3.188,
  "gap_ev": [7.6078, 7.6094],
  "e_homo_ev": [-6.79, -6.79]
}

***

2.
{
  "formula": "C6H8F3O4PS",
  "method": "ωB97M-V with the def2-TZVPD basis set",
  "symbols": ["C", "C", "C", "C", "O", "C", "O", "P", "S", "O", "C", "F", "F", "F", "O", "H", "H", "H", "H", "H", "H", "H", "H"],
  "xyz": [[-1.518, 1.659, 1.038], [-0.895, 0.897, 0.118], [-0.860, 1.225, -1.286], [-0.271, -0.465, 0.560], [-1.147, -1.451, 0.785], [-2.172, -1.684, -0.198], [0.374, -0.234, 1.753], [1.451, -1.469, 2.303], [2.145, -1.207, 0.366], [2.930, -2.209, -0.375], [3.008, 0.504, -0.195], [2.421, 1.638, 0.284], [4.226, 0.451, 0.326], [2.976, 0.686, -1.548], [0.646, -0.779, -0.397], [-2.089, 2.586, 0.811], [-1.619, 1.192, 2.006], [-1.200, 0.365, -1.844], [0.208, 1.451, -1.528], [-1.282, 2.180, -1.434], [-3.009, -0.876, -0.203], [-2.584, -2.661, -0.042], [-1.740, -1.798, -1.301]],
  "nbo_charge": [-0.3851, -0.0161, -0.6610, 0.7214, -0.5276, -0.2759, -0.7723, 0.4573, 1.4359, -0.8454, 0.8042, -0.3193, -0.3003, -0.3123, -0.6839, 0.2080, 0.2089, 0.2250, 0.2284, 0.2263, 0.1959, 0.2076, 0.1802],
  "total_charge": 0,
  "e_above_lowest_ev": 0.000,
  "gap_ev": 8.1822,
  "e_homo_ev": -8.55
}

***

3.
{
  "formula": "FH3N2",
  "method": "ωB97M-V with the def2-TZVPD basis set",
  "symbols": ["N", "N", "F", "H", "H", "H"],
  "xyz": [[1.111, 0.330, -0.129], [-1.851, -0.748, -0.008], [-2.506, 0.382, 0.024], [0.133, 0.045, -0.046], [1.515, 0.392, 0.796], [1.598, -0.401, -0.637]],
  "nbo_charge": [-1.0715, 0.1872, -0.1799, 0.3501, 0.3571, 0.3570],
  "total_charge": 0,
  "e_above_lowest_ev": 2.205,
  "gap_ev": [8.8361, 8.7997],
  "e_homo_ev": [-10.01, -10.00]
}

***

4.
{
  "formula": "C5H18O3",
  "method": "ωB97M-V with the def2-TZVPD basis set",
  "symbols": ["C", "C", "C", "C", "C", "H", "H", "H", "H", "H", "H", "H", "H", "H", "H", "H", "H", "O", "H", "H", "O", "H", "H", "O", "H", "H"],
  "xyz": [[-0.312, -1.356, 0.816], [-1.315, -0.306, 0.197], [-0.749, 0.070, -1.139], [0.297, 1.090, -0.951], [-0.065, 2.407, -0.299], [-0.802, -2.009, 1.510], [-0.066, -2.109, 0.044], [0.583, -0.971, 1.260], [-2.260, -0.927, -0.035], [-1.445, 0.522, 0.926], [-0.490, -0.818, -1.810], [-1.680, 0.474, -1.651], [1.078, 0.545, -0.387], [0.653, 1.327, -2.084], [0.788, 3.066, -0.229], [-0.925, 2.605, -0.906], [-0.149, 2.453, 0.801], [3.128, 1.426, 1.312], [2.435, 0.865, 0.893], [3.066, 2.256, 0.878], [1.452, 0.364, 3.968], [1.243, 0.725, 3.128], [0.874, -0.305, 4.169], [-1.626, -3.552, -3.199], [-2.220, -3.349, -3.898], [-1.493, -4.496, -3.311]],
  "nbo_charge": [-0.6253, -0.4065, -0.4155, -0.3855, -0.6459, 0.2100, 0.2082, 0.1890, 0.2090, 0.2122, 0.2311, 0.1904, 0.1705, 0.2031, 0.2171, 0.2238, 0.2104, -0.9293, 0.4648, 0.4657, -0.9285, 0.4682, 0.4617, -0.9309, 0.4649, 0.4673],
  "total_charge": 0,
  "e_above_lowest_ev": 1.971,
  "gap_ev": 11.3125,
  "e_homo_ev": -10.65
}

***

5.
{
  "formula": "C24H19BeBr2N6O3S2",
  "method": "ωB97M-V with the def2-TZVPD basis set",
  "symbols": ["Be", "Br", "C", "C", "C", "N", "C", "C", "C", "C", "C", "Br", "C", "C", "N", "H", "H", "H", "H", "H", "H", "N", "C", "C", "C", "C", "C", "C", "S", "O", "O", "N", "C", "S", "C", "C", "N", "H", "H", "H", "H", "H", "H", "H", "H", "O", "N", "C", "C", "C", "C", "C", "H", "H", "H", "H", "H"],
  "xyz": [[-0.323, -0.419, -1.434], [-2.905, 0.211, 4.309], [-2.255, -0.035, 2.555], [-2.093, -1.346, 2.066], [-1.578, -1.485, 0.805], [-1.247, -0.442, 0.024], [-1.416, 0.837, 0.501], [-1.935, 1.053, 1.799], [-1.006, 1.835, -0.415], [-1.113, 3.236, -0.234], [-0.655, 4.057, -1.212], [-0.792, 5.930, -1.020], [-0.080, 3.534, -2.401], [-0.017, 2.175, -2.515], [-0.462, 1.317, -1.580], [-2.310, -2.211, 2.671], [-1.402, -2.467, 0.392], [-2.054, 2.054, 2.188], [-1.562, 3.640, 0.661], [0.296, 4.180, -3.179], [0.403, 1.728, -3.410], [3.441, 0.771, 5.640], [3.017, -0.131, 4.689], [1.831, 0.092, 3.979], [1.393, -0.826, 3.046], [2.133, -1.978, 2.797], [3.313, -2.205, 3.489], [3.752, -1.289, 4.429], [1.535, -3.181, 1.651], [2.671, -3.988, 1.265], [0.395, -3.833, 2.237], [0.979, -2.299, 0.440], [1.776, -1.777, -0.465], [3.506, -2.013, -0.663], [3.494, -0.969, -2.047], [2.251, -0.532, -2.291], [1.282, -0.955, -1.404], [2.985, 1.659, 5.724], [4.358, 0.685, 6.034], [1.258, 0.992, 4.169], [0.475, -0.655, 2.495], [3.887, -3.096, 3.273], [4.676, -1.465, 4.968], [4.389, -0.762, -2.608], [1.967, 0.108, -3.114], [-1.061, -1.153, -2.714], [-2.053, -0.556, -3.352], [-2.989, 0.142, -2.683], [-4.006, 0.767, -3.374], [-4.067, 0.665, -4.753], [-3.100, -0.080, -5.411], [-2.097, -0.684, -4.688], [-2.878, 0.159, -1.611], [-4.742, 1.326, -2.816], [-4.856, 1.153, -5.307], [-3.110, -0.195, -6.485], [-1.301, -1.279, -5.108]],
  "nbo_charge": [1.6617, 0.0750, -0.0245, -0.3617, 0.1319, -0.7560, 0.2007, -0.3124, 0.0731, -0.2506, -0.0631, 0.0661, -0.3592, 0.0849, -0.7387, 0.2534, 0.2443, 0.2289, 0.2303, 0.2344, 0.1942, -0.8028, 0.1747, -0.2282, -0.1747, -0.4018, -0.1404, -0.2823, 2.3397, -0.9708, -0.9576, -0.9307, 0.3089, 0.3935, -0.4712, -0.0329, -0.7949, 0.3868, 0.3874, 0.1990, 0.2267, 0.2403, 0.2069, 0.2392, 0.1992, -0.7036, 0.0685, 0.0382, -0.2082, -0.1602, -0.2228, 0.0327, 0.2598, 0.2433, 0.2354, 0.2417, 0.2482],
  "total_charge": 0,
  "s_squared": 0.77,
  "multiplicity": 2,
  "gap_ev": [4.8836, 6.6393],
  "e_homo_ev": [-5.72, -7.48]
}